DFT (ωB97M-V/def2-TZVPD) results for a molecular structure, C33H38Cl2GaN11OS.

Structure (XYZ):
```
87
Properties=species:S:1:pos:R:3
Ga -0.257 -0.718 -0.207
C -1.138 0.234 2.915
N -0.156 -0.530 2.124
C -0.101 -1.914 2.635
C 1.175 0.086 2.322
C 2.158 -0.363 1.272
C 3.524 -0.366 1.533
C 4.424 -0.701 0.533
C 3.962 -1.033 -0.735
C 2.598 -1.027 -0.992
C 1.679 -0.707 0.011
H -0.815 0.300 3.959
H -2.111 -0.247 2.894
H -1.226 1.243 2.514
H 0.218 -1.918 3.682
H 0.614 -2.492 2.055
H -1.083 -2.380 2.568
H 1.537 -0.143 3.330
H 1.055 1.169 2.265
H 3.888 -0.099 2.519
H 5.486 -0.694 0.738
H 4.665 -1.281 -1.519
H 2.260 -1.276 -1.993
C 0.606 -1.137 -5.713
N 0.269 -0.556 -4.412
C 0.005 -1.177 -3.273
N -0.300 -0.279 -2.335
C -0.201 0.911 -3.008
N 0.130 0.778 -4.263
C -0.563 -1.831 -6.373
C -0.319 -2.640 -7.479
C -1.370 -3.261 -8.135
C -2.673 -3.090 -7.693
C -2.915 -2.283 -6.589
C -1.863 -1.651 -5.934
C -4.282 -2.096 -6.106
N -5.375 -2.598 -6.552
N -6.391 -2.116 -5.728
C -5.822 -1.365 -4.857
O -4.476 -1.295 -5.025
C -6.419 -0.628 -3.745
C -7.801 -0.644 -3.567
C -8.358 0.036 -2.500
C -7.546 0.719 -1.603
C -6.171 0.744 -1.786
C -5.304 1.511 -0.821
N -4.153 0.717 -0.368
C -2.892 0.769 -0.753
N -2.205 -0.189 -0.125
C -3.157 -0.820 0.631
N -4.340 -0.295 0.509
C -5.610 0.073 -2.863
H 1.440 -1.823 -5.569
H 0.957 -0.303 -6.318
H 0.006 -2.247 -3.150
H -0.361 1.875 -2.558
H 0.695 -2.782 -7.834
H -1.171 -3.883 -8.997
H -3.502 -3.573 -8.192
H -2.083 -1.006 -5.093
H -8.418 -1.192 -4.266
H -9.430 0.030 -2.357
H -7.989 1.230 -0.756
H -5.867 1.771 0.073
H -4.903 2.426 -1.258
H -2.500 1.488 -1.451
H -2.957 -1.681 1.242
H -4.538 0.081 -3.025
Cl 0.196 3.955 2.452
C 0.072 3.993 0.712
Cl -0.015 2.318 0.025
H 0.959 4.443 0.283
H -0.837 4.501 0.417
C 2.531 -4.752 0.401
N 1.404 -3.872 0.076
C 0.101 -4.107 0.101
S -0.999 -2.977 -0.663
N -0.460 -5.177 0.644
C 0.135 -6.272 1.416
H 3.411 -4.324 -0.072
H 2.373 -5.746 -0.007
H 2.714 -4.809 1.472
H 1.650 -2.961 -0.288
H -1.453 -5.237 0.479
H 0.563 -7.038 0.773
H -0.662 -6.719 2.003
H 0.887 -5.894 2.101
```

## Properties
* F_max: 0.0179 Eh/bohr
* HOMO: -12.64 eV
* energy above the lowest of the compared OMol25 structures with the same formula, charge and spin: 0.00 kJ/mol
* total charge: +2
* electronic energy: -141521.587 eV
* multiplicity: 1